No. 1
Density functional theory data (wB97M-V/def2-TZVPD) for a cluster of 2 separate species, C4H8NO3 in total in a non-equilibrium geometry.

Positions of all 16 atoms, in Å:
H: 1.5383 0.4678 1.8186
H: 0.9925 -1.7393 -0.8759
H: -1.5133 1.4674 1.3043
H: 0.4928 -0.7393 1.1811
N: 1.3226 -0.1847 1.0995
O: -1.8798 -1.0007 0.1218
C: 1.8515 -1.1157 -1.1253
H: -1.3807 1.6512 -0.3993
C: -2.5993 -0.0012 -0.0849
H: 1.7624 -0.4702 -1.9766
H: 2.6222 -1.8518 -1.3632
O: 3.2754 0.2860 0.1596
O: -3.6829 0.0778 -0.7083
C: -2.1050 1.3979 0.3892
C: 2.2201 -0.3600 0.1034
H: -2.9168 2.1146 0.3559

Output
Net charge: -1
LUMO (eV): 3.60
Relative energy (zero: lowest compared OMol25 entry of this formula, charge and spin) (eV): 0.733
HOMO energy (eV): -4.17
Orbital gap (eV): 7.768

The natural (NBO) scheme yields these atomic charges, measured in e: 0.39 0.24 0.18 0.43 -0.81 -0.82 -0.71 0.20 0.77 0.24 0.22 -0.68 -0.79 -0.74 0.66 0.20

No. 2
Density functional theory data (wB97M-V/def2-TZVPD) for a cluster of 2 separate species, C4H8NOS in total in a non-equilibrium geometry.

Positions of all 15 atoms, in Å:
H: 3.6331 -0.0616 1.3549
H: 2.9110 1.4154 1.0935
C: -3.7428 -0.6163 -0.4398
O: -1.3411 -0.8755 -0.0969
H: -4.1893 0.2639 -0.8412
H: -4.4287 -1.1477 0.1747
H: -0.0026 0.8203 0.3702
C: 0.8691 0.8991 -0.2982
S: 1.6429 -1.6663 0.1099
C: -2.4915 -0.6857 -0.1780
H: 0.4525 0.6177 -1.3348
C: 1.8799 -0.0181 0.2626
H: 1.2167 1.9895 -0.2631
H: 0.6656 -1.3771 -0.7506
N: 2.9253 0.4424 0.8369

Output
Net charge: +1
LUMO (eV): -4.27
Relative energy (zero: lowest compared OMol25 entry of this formula, charge and spin) (eV): 0.850
HOMO energy (eV): -12.81
Orbital gap (eV): 8.548

The natural (NBO) scheme yields these atomic charges, measured in e: 0.44 0.42 -0.74 -0.55 0.28 0.28 0.30 -0.71 0.27 0.73 0.28 0.22 0.25 0.18 -0.66